# 1
{"formula": "C4H12N2S", "method": "ωB97M-V with the def2-TZVPD basis set", "species": ["C", "C", "C", "S", "N", "C", "N", "H", "H", "H", "H", "H", "H", "H", "H", "H", "H", "H", "H"], "coordinates": [[0.30698, -0.06808, 1.56216], [-0.04680, 0.32840, 0.06213], [-0.25943, 2.06221, 0.00910], [1.31084, 3.01386, 0.29941], [-1.07339, -0.28396, -0.60225], [-0.76635, -1.72628, -0.69164], [0.49900, -2.12927, -1.32897], [-0.69847, -0.33345, 2.08039], [1.04466, -0.78072, 1.62682], [0.82329, 0.86759, 1.89701], [0.95646, 0.25155, -0.48678], [-0.43720, 2.51420, -0.93676], [-1.12099, 2.09737, 0.71709], [2.13802, 1.97370, 0.28122], [-2.02012, -0.01705, -0.22811], [-0.97923, -2.18679, 0.38308], [-1.42862, -2.22910, -1.31872], [1.31686, -1.57765, -1.03031], [0.43451, -1.77653, -2.29486]], "forces_ev_per_a": [[-3.0, 3.0, -1.0], [3.9, 4.6, 0.8], [0.5, -3.0, 1.1], [-0.7, -0.1, 0.8], [-1.6, -0.9, -1.2], [-0.2, -0.7, 2.5], [0.3, 1.6, -0.1], [2.0, 0.5, -0.4], [1.2, -2.2, 0.1], [-0.9, -0.7, 0.6], [-1.5, -0.2, 0.3], [-1.2, -0.7, -0.9], [0.9, 1.1, -0.2], [0.2, -0.2, 0.0], [1.4, -0.9, -0.5], [1.2, 0.5, -2.0], [-1.8, -0.4, -0.9], [-0.5, -0.6, 0.5], [-0.2, -0.5, 0.3]], "charge": 0, "e_tot_ha": -667.21270}



# 2
{"formula": "C4H12N2S", "method": "ωB97M-V with the def2-TZVPD basis set", "species": ["C", "C", "S", "N", "H", "H", "H", "H", "H", "H", "C", "C", "N", "H", "H", "H", "H", "H", "H"], "coordinates": [[-0.11592, 2.33321, 0.19763], [0.82685, 1.16633, 0.56410], [1.60039, 0.34720, -0.86625], [-1.15349, 1.89210, -0.73949], [0.55005, 3.09193, -0.24737], [-0.56216, 2.73031, 1.11417], [0.20231, 0.43231, 1.06616], [1.63197, 1.38043, 1.26648], [-0.69155, 1.28199, -1.40482], [-1.50552, 2.70909, -1.22075], [-0.49905, -2.27815, 0.58779], [0.72160, -2.60041, 1.02080], [-0.82395, -1.92925, -0.72999], [-1.29157, -2.35358, 1.32787], [0.90063, -3.09986, 1.96672], [1.59347, -2.39274, 0.40994], [-1.58150, -1.25303, -0.76509], [0.20887, -0.00554, -2.40542], [-0.01144, -1.45234, -1.14248]], "forces_ev_per_a": [[1.3, 0.2, -0.3], [-2.0, -0.7, -0.4], [-1.2, -0.2, -2.4], [0.3, 0.0, 0.8], [-0.4, 0.2, 0.2], [0.0, -0.1, -0.1], [0.0, -0.4, 0.1], [0.2, 0.4, -0.3], [-0.3, 0.3, -0.3], [-0.1, -0.2, -0.2], [0.3, -0.6, 0.7], [0.3, 0.1, -0.2], [0.4, 1.0, 0.3], [-0.4, -0.2, -0.5], [-0.2, 0.4, 0.1], [0.0, -0.3, -0.1], [-0.1, -0.2, 0.1], [2.3, 0.8, 2.7], [-0.5, -0.7, 0.1]], "charge": 0, "e_tot_ha": -667.15324}



# 3
{"formula": "C4H12N2S", "method": "ωB97M-V with the def2-TZVPD basis set", "species": ["C", "N", "C", "N", "H", "H", "H", "H", "H", "H", "H", "C", "C", "S", "H", "H", "H", "H", "H"], "coordinates": [[-0.72256, 1.49257, -1.12611], [-0.97385, 0.80888, 0.11926], [-2.10186, 0.78977, 0.71905], [-2.24500, 0.12489, 1.87139], [-0.37120, 0.78289, -1.87350], [0.04475, 2.25218, -1.00397], [-1.63581, 1.96326, -1.49880], [-0.01203, 0.19237, 0.67987], [-2.96463, 1.31183, 0.30661], [-1.40986, -0.30602, 2.23277], [-2.94476, 0.33199, 2.56112], [1.74256, -1.77644, -0.92142], [2.17271, -0.67864, 0.04054], [1.13237, -0.62658, 1.56169], [0.80860, -1.52327, -1.42444], [1.64653, -2.74564, -0.44229], [2.49967, -1.86188, -1.71198], [2.12855, 0.30005, -0.43893], [3.20580, -0.83220, 0.34915]], "forces_ev_per_a": [[-0.5, -0.1, -0.2], [0.2, 0.0, -0.3], [0.3, 0.4, -0.2], [0.0, -0.3, 0.4], [0.0, 0.0, 0.0], [0.1, 0.1, 0.1], [0.0, 0.1, -0.1], [0.0, -0.2, 0.6], [-0.1, 0.0, 0.1], [0.2, -0.2, 0.1], [-0.2, 0.1, -0.4], [0.5, 0.4, -0.6], [-0.3, -0.3, 0.5], [0.1, 0.3, -0.4], [-0.2, -0.1, 0.2], [-0.1, 0.0, 0.2], [-0.1, -0.1, 0.0], [0.0, 0.0, -0.1], [0.0, 0.0, 0.0]], "charge": 0, "e_tot_ha": -667.26509}



# 4
{"formula": "C4H12N2S", "method": "ωB97M-V with the def2-TZVPD basis set", "species": ["C", "N", "C", "C", "S", "C", "N", "H", "H", "H", "H", "H", "H", "H", "H", "H", "H", "H", "H"], "coordinates": [[0.24330, 0.14597, 1.18353], [0.64458, 0.09935, -0.26117], [-0.46210, -0.10053, -1.24165], [-0.43458, 1.10798, -2.25792], [-0.53891, 2.74812, -1.41464], [-0.32986, -1.16736, 1.62229], [0.54210, -2.30921, 1.46820], [-0.42552, 0.99203, 1.29041], [1.13926, 0.38802, 1.79091], [0.96202, 2.93524, 0.01230], [-0.37306, -1.11999, -1.65843], [-1.48878, -0.03240, -0.70969], [-1.22957, 0.91986, -2.97827], [0.48121, 1.28266, -2.80802], [-0.61159, -1.02885, 2.66160], [-1.26747, -1.27525, 1.06179], [1.29210, -2.36948, 2.14555], [0.92007, 1.10227, -0.44144], [0.93680, -2.31843, 0.53463]], "forces_ev_per_a": [[1.1, 0.3, -1.2], [0.2, 1.5, -0.1], [-0.6, 1.1, 1.4], [0.8, -0.9, 1.1], [1.1, 0.5, 2.0], [-0.4, 0.5, 0.3], [-0.3, -0.4, -0.3], [-0.7, 0.1, 0.4], [-0.2, -0.2, -0.5], [-2.5, -0.6, -2.7], [-0.1, 0.7, -0.4], [1.4, -0.1, -0.8], [-0.3, 0.8, 0.1], [0.3, -1.0, -0.2], [-0.1, -0.4, 0.3], [0.1, -0.6, 0.1], [-0.1, 0.3, -0.1], [0.1, -1.8, 0.3], [0.1, 0.0, 0.2]], "charge": 0, "e_tot_ha": -667.15998}



# 5
{"formula": "C4H12N2S", "method": "ωB97M-V with the def2-TZVPD basis set", "species": ["C", "N", "C", "N", "C", "C", "S", "H", "H", "H", "H", "H", "H", "H", "H", "H", "H", "H", "H"], "coordinates": [[-0.98873, 0.31149, 1.07771], [-0.60327, 1.35007, 0.16805], [0.79685, 1.86054, 0.48794], [1.12444, 3.00540, -0.27536], [0.04794, -0.80955, 1.21511], [0.62326, -1.57770, -0.04378], [-0.49487, -2.07376, -1.39041], [-1.93761, -0.08116, 0.76320], [-1.23801, 0.62550, 2.08563], [-1.29876, 2.11749, 0.38402], [0.97678, 1.97470, 1.64866], [1.50649, 1.05972, 0.32422], [0.32560, 3.61044, -0.33440], [1.26221, 2.68843, -1.20697], [-0.38278, -1.45555, 1.94704], [1.01393, -0.40252, 1.79294], [1.17307, -2.47890, 0.36270], [1.37660, -0.87265, -0.63075], [-1.38364, -2.80241, -0.56040]], "forces_ev_per_a": [[0.4, -1.2, -0.1], [0.5, 1.9, 0.9], [-1.2, -0.8, 2.4], [0.3, 0.3, 0.3], [2.2, 1.0, 0.2], [1.3, 1.2, 0.1], [-1.2, -0.8, 1.6], [-0.5, -0.6, -0.6], [0.4, 0.5, 0.6], [1.3, -0.7, -0.7], [-0.8, 0.5, -1.8], [0.0, -0.1, -0.7], [-0.3, 0.5, 0.2], [0.3, -0.1, -1.0], [-0.3, -1.1, 0.3], [-2.0, -0.7, -1.3], [-0.4, 1.1, -0.7], [-1.4, -1.5, 1.4], [1.0, 0.8, -1.1]], "charge": 0, "e_tot_ha": -667.24838}



# 6
{"formula": "C4H12N2S", "method": "ωB97M-V with the def2-TZVPD basis set", "species": ["C", "N", "C", "N", "C", "C", "S", "H", "H", "H", "H", "H", "H", "H", "H", "H", "H", "H", "H"], "coordinates": [[0.17173, -0.61242, -0.63594], [-0.80622, -0.06555, 0.28398], [-2.02220, 0.34965, -0.42142], [-2.99035, 1.04590, 0.39956], [1.36402, -1.16450, 0.10763], [2.30500, -0.15702, 0.83830], [1.99913, 1.54071, 0.33448], [0.50949, 0.15714, -1.37652], [-0.31961, -1.47939, -1.18591], [-0.47867, 0.80883, 0.70399], [-1.72755, 0.98501, -1.29874], [-2.46596, -0.58462, -0.85321], [-2.86521, 2.04727, 0.54201], [-3.09948, 0.58271, 1.30031], [1.86062, -1.74374, -0.69042], [1.08138, -1.93501, 0.86838], [3.37157, -0.44472, 0.73946], [2.07106, -0.22253, 1.92587], [2.04127, 0.89229, -1.58183]], "forces_ev_per_a": [[-0.5, -2.6, 0.7], [-0.1, 2.7, -3.2], [-1.6, -0.3, 0.2], [0.7, -0.5, 0.1], [0.8, -1.1, 0.1], [-0.2, -0.7, 0.4], [0.4, -1.2, -3.5], [-0.6, -0.3, 0.5], [0.5, 1.2, 0.5], [0.7, -0.3, 1.4], [0.0, -0.4, 0.6], [0.2, 0.7, 0.3], [0.2, -0.4, -0.3], [-0.3, 0.2, -0.3], [0.5, 0.3, 0.5], [-0.1, 0.6, -0.8], [-0.7, 0.3, -0.1], [0.2, 0.3, -0.6], [0.1, 1.6, 3.4]], "charge": 1, "multiplicity": 2, "s_squared": 0.768, "e_tot_ha": -666.86739}



Record order is preserved below.
Energy relative to the best compared isomer or geometry (same formula, charge and spin): 51.6, 88.9, 18.7, 84.7, 29.2, 97.3 kcal per mole